No. 1
# C10H18ClILaN2OP

C10H18ClILaN2OP as an isolated structure in a non-equilibrium geometry (wB97M-V/def2-TZVPD, the OMol25 dataset).

Geometry as XYZ:
```
35
Properties=species:S:1:pos:R:3:forces:R:3
La 2.09253 -1.09445 -0.76521 -2.3198 -1.5206 -2.6516
I -1.70066 -1.12242 2.49642 0.0235 -0.9750 0.6448
Cl 1.67609 0.81000 -2.43637 0.2007 -0.2968 0.1000
P -1.65291 -0.80189 -1.54757 -1.1566 -0.1171 -0.7344
O -2.55482 1.64767 3.26277 1.2655 -1.6422 -1.7799
N 4.07594 1.84441 -0.43011 -0.0663 0.0867 0.5769
N 2.84406 0.31347 0.69697 0.8013 1.6949 3.0687
C -2.04646 0.43582 -2.84555 0.6503 0.5208 -0.0816
C 4.07722 0.87991 3.10526 1.4403 1.1713 -0.4529
C 3.02344 -0.02079 3.05822 -1.6452 -1.3026 0.0907
C 4.47946 1.55591 1.96340 0.5298 0.3842 0.8678
C -3.33834 -0.76127 -0.77755 0.1842 -0.1222 0.8627
C 3.80833 1.30284 0.78108 -1.0968 -1.1130 -2.2051
C -1.91813 -2.31107 -2.54393 0.5103 -0.2115 0.1826
C 2.39343 -0.30528 1.86444 1.2852 1.2597 0.2664
C -1.10340 1.48550 1.32275 0.2563 0.9054 -1.1988
C -1.92645 1.00940 2.46260 -0.8593 1.6521 1.5710
H -2.81300 0.05114 -3.53690 0.2836 0.0729 0.3346
H -4.10515 -0.99310 -1.54299 0.5237 0.1575 0.3377
H -1.39788 2.49682 1.02034 0.0644 -0.0814 0.2031
H 2.68741 -0.49291 3.97936 -0.0307 0.0595 -0.2588
H -1.91048 -3.17290 -1.87466 -0.0697 -0.1221 -0.1497
H -2.87443 -2.25763 -3.07218 0.1961 -0.0408 0.0686
H -1.10095 -2.41143 -3.26122 -0.1161 -0.1420 -0.1174
H 5.30805 2.28437 1.91893 -0.5547 -0.4878 0.3765
H 4.62023 1.06919 4.04321 -0.4205 -0.1662 -0.4416
H 4.70938 2.62622 -0.45832 0.0640 0.0782 -0.2465
H -1.13100 0.67143 -3.40166 -0.3243 0.0617 -0.0906
H 3.38139 1.74408 -1.18387 0.5276 0.3205 0.4991
H -2.41585 1.36421 -2.38327 0.1623 -0.2802 -0.1632
H -0.03303 1.49964 1.57645 -0.3076 0.0082 0.2891
H -1.19119 0.81829 0.44972 -0.1175 0.2541 0.4704
H 1.48231 -0.92583 1.77737 0.2920 0.0312 0.3656
H -3.54073 0.23685 -0.35015 0.0373 -0.4251 -0.1640
H -3.38428 -1.50117 0.04052 -0.2134 0.3278 -0.4401
```
Positions in Å, forces in eV/Å.

The total charge is +2. Its energy above the lowest of the compared OMol25 structures with the same formula, charge and spin is 84.29 kJ/mol. Its orbital gap is 6.9 eV. Its LUMO energy is -8.09 eV.

---

No. 2
# C10H18ClN2O7P

A 2-piece molecular cluster, C10H18ClN2O7P overall in a non-equilibrium geometry (wB97M-V/def2-TZVPD, the OMol25 dataset).

Geometry as XYZ:
```
39
Properties=species:S:1:pos:R:3:forces:R:3
Cl 6.25834 0.14227 1.21133 0.4127 0.0796 0.0296
P -0.05719 0.49770 -1.49013 0.5152 1.6105 -2.3981
O 0.39584 0.43171 -2.90431 -0.3817 -0.6736 1.1562
O 7.15594 -0.18843 0.13101 -0.1968 -0.0180 0.0401
O 6.12667 1.58020 1.30991 -0.1871 -0.0628 -0.0168
O 4.94856 -0.44038 0.94890 -0.2153 0.0136 -0.0263
O 0.86186 1.60637 -0.69482 -1.6540 -1.9320 0.3233
O -0.23873 -0.95204 -0.72316 0.5657 2.0743 -0.6429
O 6.77628 -0.38177 2.45276 -0.1846 -0.0087 -0.0825
N -5.72064 -1.47920 0.23728 1.0916 -0.2613 1.2379
N -5.65132 -0.48607 -0.60462 0.4406 1.9835 -1.5224
C 1.84180 1.00707 0.20702 1.3174 0.6566 1.2913
C -3.50585 0.37536 0.11406 -0.8456 -0.9816 1.3816
C -4.68564 0.44590 -0.77284 1.8876 -0.8202 2.0764
C -1.78161 1.24071 -1.52846 0.2785 -0.5295 1.3132
C 0.73928 -1.96025 -1.09266 1.2276 -2.7485 0.4818
C -2.30460 1.35243 -0.00305 -0.2315 -1.4191 -1.2244
C -4.70670 -1.58395 1.09795 2.1121 0.8380 0.4401
C -3.51680 -0.69028 1.13248 -2.5765 0.8796 -2.7764
C 2.55640 2.08338 1.11025 -0.7718 -0.7198 -0.6748
C 1.81062 -2.26202 0.04910 -1.0797 1.0302 -0.1304
H -2.54815 2.40267 0.27451 0.1248 -0.8914 -0.0583
H 2.68766 -1.56512 -0.00840 -0.6974 -0.9447 0.1882
H 2.62768 0.52381 -0.42219 -0.6887 0.0955 0.6719
H -2.38995 0.50143 -2.11454 0.5684 0.7252 0.4325
H 0.16650 -2.92574 -1.20058 0.2141 1.1618 -0.0045
H -1.48450 0.91023 0.62574 -0.9693 0.8702 -0.1499
H -4.78462 1.23164 -1.55637 -0.1447 -0.9147 0.6951
H -1.77652 2.22104 -2.05630 0.2487 -0.8091 0.4153
H -2.69843 -0.81915 1.86888 -0.6886 0.0714 -0.6694
H 1.25837 -2.08363 1.01614 0.7704 -0.2837 -0.7526
H 3.17261 2.73676 0.45021 -0.3055 -0.4427 0.8285
H 2.11430 -3.33336 0.01245 -0.1056 0.9033 -0.1167
H -4.72609 -2.42033 1.83655 -0.3564 0.7532 -0.8887
H -6.44971 -0.39581 -1.24619 0.2437 -0.3860 0.4836
H 1.31406 0.30944 0.90113 0.5107 0.2477 -0.7741
H 3.17976 1.48821 1.83093 -0.2959 0.8049 -0.7977
H 1.24760 -1.79855 -2.07118 -0.6574 0.4819 0.7191
H 1.78691 2.67777 1.67124 0.7042 -0.4337 -0.4988
```
Positions in Å, forces in eV/Å.

Its orbital gap is 3.8 eV. Its LUMO energy is -3.66 eV.

---

> Look up the orbital gap of the second one.

3.8 eV